The following is a quantum chemistry calculation of C30H50As3FN6O4SV as an isolated structure in a non-equilibrium geometry, from the Open Molecules 2025 dataset.

**Multiplicity**: 4
**Gap between HOMO and LUMO (spin up / spin down)**: 6.49 / 6.55 eV
**Expectation value of S²**: 3.7713
**LUMO energy (spin up / spin down)**: 0.1 / 0.1 eV

Each line ends with the natural charge from an NBO analysis.
CARTESIAN COORDINATES (ANGSTROEM)
V  -0.001  1.324  -0.100  1.14
N  3.579  0.048  2.130  -0.51
C  3.378  -1.289  2.378  -0.08
C  2.670  -1.756  1.312  -0.09
N  2.417  -0.740  0.424  -0.42
C  2.955  0.327  0.954  0.31
C  2.875  1.660  0.377  0.33
N  1.875  2.107  -0.359  -0.51
C  2.218  3.383  -0.741  -0.05
C  3.427  3.709  -0.219  -0.08
N  3.836  2.604  0.492  -0.50
H  3.869  0.727  2.813  0.42
H  3.750  -1.766  3.267  0.22
H  2.329  -2.761  1.128  0.21
H  1.558  3.980  -1.344  0.24
H  4.014  4.606  -0.280  0.23
H  4.700  2.511  0.996  0.42
C  -1.267  -3.754  -2.866  -0.95
As  -0.299  -3.030  -1.306  0.91
C  1.382  -3.970  -1.741  -0.95
C  -0.875  -4.364  0.025  -0.70
C  -2.133  -4.061  0.853  -0.06
C  -2.434  -5.332  1.664  -0.61
C  -1.940  -2.933  1.881  -0.72
As  -1.718  -0.973  1.497  0.96
C  -1.726  -0.593  3.427  -0.94
C  -3.619  -0.540  1.265  -0.96
C  -3.301  -3.748  -0.095  -0.73
As  -5.107  -3.689  0.708  0.87
C  -5.666  -5.514  0.239  -0.95
C  -5.948  -2.827  -0.841  -0.94
H  -1.182  -4.841  -2.908  0.21
H  -0.827  -3.329  -3.769  0.21
H  -2.317  -3.470  -2.837  0.23
H  1.260  -5.048  -1.623  0.22
H  2.192  -3.624  -1.098  0.22
H  1.653  -3.763  -2.777  0.21
H  -0.030  -4.509  0.707  0.21
H  -1.018  -5.307  -0.511  0.21
H  -1.594  -5.575  2.318  0.21
H  -2.606  -6.184  1.001  0.21
H  -3.320  -5.201  2.291  0.21
H  -1.078  -3.181  2.511  0.21
H  -2.817  -2.946  2.534  0.22
H  -2.368  -1.306  3.943  0.21
H  -2.118  0.411  3.578  0.22
H  -0.715  -0.645  3.829  0.23
H  -4.233  -1.157  1.922  0.22
H  -3.936  -0.664  0.231  0.23
H  -3.741  0.511  1.530  0.24
H  -3.333  -4.483  -0.905  0.21
H  -3.137  -2.766  -0.552  0.22
H  -5.261  -6.236  0.947  0.22
H  -5.331  -5.772  -0.767  0.21
H  -6.754  -5.573  0.274  0.23
H  -5.676  -1.772  -0.880  0.23
H  -7.032  -2.900  -0.758  0.23
H  -5.628  -3.310  -1.765  0.21
F  -5.584  0.098  -3.234  -0.34
C  -4.465  0.748  -2.810  0.34
C  -3.370  0.818  -3.643  -0.28
C  -2.238  1.493  -3.204  -0.22
C  -2.168  2.091  -1.936  -0.02
C  -0.933  2.728  -1.439  -0.91
C  -3.314  1.987  -1.132  -0.17
C  -4.458  1.328  -1.560  -0.30
H  -3.414  0.365  -4.625  0.22
H  -1.380  1.565  -3.863  0.19
H  -1.147  3.605  -0.821  0.21
H  -0.282  3.004  -2.274  0.17
H  -3.290  2.432  -0.144  0.21
H  -5.340  1.266  -0.935  0.22
N  0.378  0.305  -1.614  -0.50
C  0.835  -0.106  -2.594  0.53
N  1.544  -0.541  -3.625  -0.48
C  2.894  -1.050  -3.358  -0.23
C  3.717  -0.832  -4.610  -0.08
O  3.119  -1.476  -5.722  -0.52
C  1.822  -0.970  -5.986  -0.08
C  0.900  -1.141  -4.791  -0.23
H  2.850  -2.119  -3.125  0.20
H  3.306  -0.521  -2.500  0.23
H  4.710  -1.265  -4.498  0.20
H  3.811  0.244  -4.806  0.17
H  1.439  -1.536  -6.834  0.20
H  1.881  0.091  -6.259  0.17
H  0.712  -2.207  -4.618  0.19
H  -0.051  -0.640  -4.970  0.23
C  -0.694  2.862  3.937  -0.89
S  -0.146  2.387  2.314  2.37
O  -1.360  2.062  1.533  -1.00
O  0.562  3.532  1.777  -0.96
O  0.690  1.190  2.457  -0.99
H  -1.659  3.353  3.839  0.25
H  0.044  3.559  4.323  0.24
H  -0.768  1.984  4.574  0.24